No. 1
This record from the OMol25 dataset describes a 15-piece molecular cluster, C82H209N15O26 overall at a distorted geometry. The level of theory is wB97M-V/def2-TZVPD.

Last column: Mulliken charge in e.
Atoms and positions in Å:
C1 -0.143 1.845 8.135  -1.806
C2 -0.071 0.412 7.623  1.718
C3 0.382 -0.538 8.767  -1.044
O1 1.704 -0.229 9.287  -0.458
C4 2.797 -0.829 8.540  -0.082
N1 -1.423 0.024 7.168  -0.175
H1 0.818 2.248 8.553  0.307
H2 -0.887 1.910 8.899  0.528
H3 -0.576 2.497 7.389  0.309
H4 0.577 0.297 6.795  -0.878
H5 0.360 -1.561 8.412  0.472
H6 -0.292 -0.410 9.599  0.432
H7 2.523 -0.790 7.467  -0.312
H8 2.842 -1.861 8.868  0.347
H9 3.755 -0.326 8.786  0.198
H10 -1.492 -0.965 7.187  0.124
H11 -2.139 0.377 7.834  0.257
C5 -7.026 -1.569 2.285  -1.240
C6 -7.365 -1.354 0.841  0.433
C7 -7.727 0.170 0.713  -0.521
O2 -7.745 0.644 -0.662  0.022
C8 -8.646 1.809 -0.798  -0.443
N2 -6.235 -1.717 0.000  0.275
H12 -7.071 -2.632 2.568  0.434
H13 -7.713 -1.030 2.918  0.438
H14 -5.992 -1.251 2.518  -0.144
H15 -8.198 -2.000 0.480  0.439
H16 -6.850 0.624 1.349  -0.265
H17 -8.727 0.398 1.221  0.446
H18 -8.982 1.890 -1.844  -0.189
H19 -8.065 2.749 -0.623  0.216
H20 -9.572 1.772 -0.140  0.396
H21 -6.403 -1.411 -0.966  -0.068
H22 -5.431 -1.085 0.293  -0.585
C9 -3.383 0.148 -1.249  -1.993
C10 -3.573 1.094 -0.063  2.046
C11 -4.613 2.146 -0.540  -0.539
O3 -4.175 2.520 -1.844  -0.025
C12 -4.997 3.586 -2.314  -1.076
N3 -4.070 0.440 1.169  1.864
H23 -4.379 -0.150 -1.583  -0.560
H24 -2.769 -0.700 -1.035  0.153
H25 -3.027 0.720 -2.022  1.197
H26 -2.576 1.578 0.176  -0.189
H27 -4.695 3.058 0.103  0.332
H28 -5.577 1.666 -0.688  -0.283
H29 -6.051 3.463 -2.157  0.326
H30 -4.840 3.580 -3.387  0.333
H31 -4.641 4.560 -1.924  0.244
H32 -4.528 1.108 1.749  -0.384
H33 -3.223 0.074 1.539  -1.694
C13 -1.574 -5.919 -8.960  -1.475
C14 -2.367 -5.524 -7.704  0.811
C15 -1.685 -6.115 -6.539  -0.921
O4 -2.109 -5.463 -5.329  0.002
C16 -2.605 -6.155 -4.259  -0.088
N4 -2.299 -4.018 -7.600  -0.402
H34 -1.366 -6.966 -9.132  0.373
H35 -0.578 -5.419 -8.831  0.252
H36 -2.002 -5.562 -9.851  0.411
H37 -3.434 -5.865 -7.818  -0.024
H38 -0.685 -5.857 -6.647  0.277
H39 -1.906 -7.198 -6.496  0.442
H40 -1.996 -5.801 -3.400  -0.163
H41 -2.423 -7.267 -4.352  0.394
H42 -3.724 -5.919 -4.189  -0.070
H43 -2.752 -3.553 -8.377  0.282
H44 -2.512 -3.637 -6.703  -0.026
C17 1.307 -1.536 -0.659  -0.096
O5 1.553 -0.148 -0.622  0.545
C18 0.271 0.479 -0.539  1.318
C19 0.382 1.999 -0.490  -0.937
N5 1.198 2.523 -1.557  0.054
C20 2.560 2.522 -1.250  0.753
C21 3.217 3.463 -2.282  -0.964
O6 2.613 4.739 -2.062  0.008
C22 2.782 5.562 -3.237  -0.796
H45 0.435 -1.787 -1.234  0.026
H46 1.249 -1.865 0.405  -0.763
H47 2.224 -2.005 -1.074  0.318
H48 -0.390 0.173 0.328  -0.723
H49 -0.276 0.202 -1.439  -0.342
H50 0.773 2.311 0.537  -0.769
H51 -0.579 2.469 -0.553  0.980
H52 0.955 3.500 -1.721  0.394
H53 2.966 1.526 -1.387  -0.140
H54 2.820 2.903 -0.253  -0.495
H55 2.927 2.986 -3.251  0.158
H56 4.304 3.626 -2.248  0.667
H57 3.845 5.369 -3.571  0.375
H58 2.669 6.618 -3.008  0.199
H59 2.050 5.255 -3.975  0.134
C23 -6.145 -6.946 -1.015  -0.926
O7 -5.400 -6.006 -1.762  -0.179
C24 -5.884 -4.648 -1.672  -0.915
C25 -5.127 -3.875 -2.736  1.789
N6 -5.414 -4.216 -4.062  0.196
C26 -6.695 -3.547 -4.376  0.078
C27 -7.108 -3.885 -5.757  -0.766
O8 -7.407 -5.256 -5.955  -0.359
C28 -7.417 -5.495 -7.342  -0.584
H60 -7.220 -6.921 -1.296  0.316
H61 -6.116 -6.803 0.061  0.316
H62 -5.698 -7.940 -1.110  0.259
H63 -5.698 -4.165 -0.740  0.293
H64 -6.976 -4.663 -1.810  0.510
H65 -4.034 -4.041 -2.499  -0.974
H66 -5.424 -2.746 -2.623  -0.869
H67 -5.522 -5.236 -4.114  0.497
H68 -6.490 -2.424 -4.281  -0.222
H69 -7.519 -3.724 -3.738  0.444
H70 -6.289 -3.627 -6.519  0.235
H71 -8.048 -3.279 -5.911  0.326
H72 -7.650 -6.575 -7.447  0.274
H73 -6.422 -5.319 -7.768  0.199
H74 -8.221 -4.966 -7.886  0.279
C29 2.771 -3.852 -6.666  -0.833
O9 2.038 -2.966 -5.822  0.050
C30 0.735 -3.456 -5.512  -1.303
C31 0.155 -2.601 -4.428  0.741
N7 -0.294 -1.319 -5.054  -0.513
C32 -0.550 -0.204 -4.160  0.723
C33 -1.091 1.029 -4.897  -0.859
O10 -0.071 1.783 -5.399  -0.375
C34 -0.335 3.144 -5.429  -0.637
H75 3.749 -3.333 -6.771  0.223
H76 2.248 -4.054 -7.603  0.279
H77 2.967 -4.842 -6.217  0.294
H78 0.749 -4.478 -5.152  0.547
H79 0.018 -3.451 -6.364  0.185
H80 0.915 -2.445 -3.636  -0.512
H81 -0.722 -3.091 -4.020  0.302
H82 0.478 -0.990 -5.587  0.491
H83 0.269 0.101 -3.570  0.549
H84 -1.440 -0.533 -3.522  -0.565
H85 -1.773 1.594 -4.156  0.098
H86 -1.781 0.624 -5.648  0.606
H87 -0.952 3.506 -6.274  0.292
H88 0.573 3.684 -5.663  0.260
H89 -0.724 3.480 -4.440  0.228
C35 -10.020 3.292 -4.808  -0.988
O11 -9.334 2.155 -4.399  -0.059
C36 -9.819 0.952 -4.991  -1.071
C37 -8.851 -0.151 -4.702  0.142
N8 -7.550 0.139 -5.331  -0.349
C38 -6.606 1.060 -4.738  0.394
C39 -5.259 0.727 -5.192  -0.110
O12 -5.175 -0.711 -4.946  -0.371
C40 -3.834 -1.158 -4.939  0.277
H90 -9.787 3.585 -5.828  0.324
H91 -9.811 4.118 -4.128  0.249
H92 -11.079 3.185 -4.771  0.376
H93 -9.964 1.023 -6.068  0.468
H94 -10.807 0.829 -4.546  0.451
H95 -9.294 -1.078 -5.082  0.395
H96 -8.747 -0.231 -3.595  -0.135
H97 -7.083 -0.737 -5.446  0.292
H98 -6.590 1.104 -3.605  -0.600
H99 -6.861 2.069 -5.083  0.410
H100 -4.529 1.354 -4.598  -0.200
H101 -5.044 0.855 -6.297  0.387
H102 -3.640 -1.384 -6.017  0.462
H103 -3.652 -2.128 -4.429  -0.340
H104 -3.097 -0.507 -4.565  -0.678
C41 3.289 0.045 -5.161  -0.362
O13 3.888 -0.261 -3.902  0.308
C42 5.302 0.002 -3.845  -1.483
C43 5.640 0.288 -2.383  0.119
N9 5.129 -0.840 -1.580  0.565
C44 5.755 -0.918 -0.268  -0.842
C45 5.895 0.353 0.495  -0.612
O14 4.671 0.676 1.052  1.439
C46 4.676 1.960 1.597  -1.457
H105 3.329 1.133 -5.351  0.361
H106 2.248 0.021 -4.992  -0.373
H107 3.549 -0.587 -6.030  0.201
H108 5.635 0.833 -4.500  0.533
H109 5.851 -0.902 -4.226  0.297
H110 5.174 1.304 -2.197  -0.471
H111 6.757 0.289 -2.203  0.739
H112 4.169 -0.660 -1.536  -0.224
H113 6.753 -1.290 -0.467  -0.376
H114 5.247 -1.667 0.307  0.528
H115 6.426 1.087 -0.135  0.584
H116 6.566 0.060 1.313  0.293
H117 4.649 2.762 0.806  0.159
H118 5.478 2.100 2.314  0.341
H119 3.720 2.088 2.091  -0.132
C47 0.412 6.738 4.539  -0.783
O15 0.696 6.165 3.304  -0.022
C48 1.505 6.972 2.459  -0.385
C49 1.858 6.144 1.251  -0.304
N10 2.810 6.839 0.351  -0.435
C50 4.151 6.748 0.940  1.444
C51 4.861 8.058 1.231  -0.706
O16 6.192 7.689 1.666  -0.212
C52 6.896 8.816 2.105  -0.968
H120 1.266 7.374 4.901  0.337
H121 0.100 5.937 5.240  0.113
H122 -0.478 7.365 4.555  0.329
H123 2.439 7.239 3.010  0.008
H124 1.060 7.918 2.209  0.351
H125 0.978 5.829 0.697  0.621
H126 2.277 5.183 1.544  -0.148
H127 2.732 6.365 -0.543  0.204
H128 4.868 6.134 0.332  0.270
H129 4.002 6.364 1.953  -1.288
H130 4.296 8.653 2.045  0.265
H131 4.932 8.722 0.317  0.371
H132 7.984 8.704 1.926  0.250
H133 6.765 9.024 3.156  0.326
H134 6.640 9.725 1.597  0.449
C53 1.350 -4.069 3.455  -0.388
O17 1.289 -3.645 4.830  -0.556
C54 1.928 -2.371 5.073  0.804
C55 3.241 -2.171 4.272  -0.887
N11 3.871 -0.989 4.829  0.229
C56 5.162 -0.725 4.208  -0.260
C57 5.843 0.478 4.832  0.623
O18 5.923 0.354 6.261  -0.454
C58 6.729 1.360 6.825  -0.613
H135 2.309 -4.491 3.245  0.371
H136 1.061 -3.290 2.718  -0.053
H137 0.597 -4.784 3.385  0.375
H138 2.104 -2.425 6.162  -0.060
H139 1.334 -1.484 4.909  -0.227
H140 3.004 -1.983 3.224  0.012
H141 3.907 -3.060 4.351  0.721
H142 4.060 -1.155 5.847  0.137
H143 4.971 -0.658 3.117  -0.319
H144 5.831 -1.582 4.377  0.372
H145 5.342 1.443 4.605  -0.749
H146 6.870 0.492 4.387  0.558
H147 6.600 2.316 6.336  0.032
H148 7.789 1.048 6.743  0.304
H149 6.534 1.638 7.856  0.411
C59 4.523 -6.201 -1.677  -0.741
O19 5.450 -5.181 -1.943  -0.266
C60 5.808 -5.066 -3.281  -0.651
C61 6.527 -3.745 -3.537  0.192
N12 7.594 -3.711 -2.597  -0.220
C62 8.299 -2.435 -2.826  0.237
C63 9.340 -2.100 -1.805  -0.695
O20 10.584 -2.802 -2.030  -0.474
C64 10.517 -4.221 -1.887  -0.696
H150 3.552 -6.054 -2.171  0.235
H151 4.287 -6.146 -0.614  0.232
H152 5.007 -7.119 -2.092  0.311
H153 4.895 -5.127 -3.930  0.249
H154 6.486 -5.925 -3.574  0.363
H155 5.784 -2.966 -3.523  -0.309
H156 6.849 -3.789 -4.607  0.256
H157 7.154 -3.609 -1.684  0.287
H158 7.601 -1.622 -2.802  -0.493
H159 8.797 -2.487 -3.837  0.575
H160 8.923 -2.382 -0.855  0.409
H161 9.633 -1.024 -1.781  0.271
H162 10.377 -4.755 -2.871  0.220
H163 9.708 -4.590 -1.306  0.321
H164 11.496 -4.487 -1.545  0.275
C65 2.766 3.373 5.252  -0.077
O21 4.034 3.979 5.401  -0.392
C66 4.136 5.142 4.608  0.403
C67 5.646 5.506 4.482  -0.886
N13 6.302 4.409 3.692  0.463
C68 7.725 4.733 3.458  -1.210
C69 8.603 4.919 4.705  -0.430
O22 8.939 3.602 5.141  -0.282
C70 9.570 3.626 6.358  -0.820
H165 2.861 2.386 5.797  0.063
H166 2.618 3.219 4.170  -0.134
H167 1.969 3.978 5.582  0.473
H168 3.646 6.060 5.144  0.132
H169 3.687 5.030 3.642  -0.516
H170 6.088 5.628 5.445  0.499
H171 5.834 6.505 4.021  0.130
H172 6.267 3.512 4.176  -0.202
H173 7.696 5.604 2.806  0.402
H174 8.263 3.882 3.034  0.425
H175 8.068 5.414 5.529  0.428
H176 9.570 5.392 4.478  0.493
H177 8.826 3.876 7.133  0.301
H178 10.372 4.349 6.296  0.368
H179 9.900 2.637 6.607  0.246
C71 -4.523 -2.641 6.754  -0.773
O23 -4.536 -1.271 6.716  -0.424
C72 -5.099 -0.761 5.499  0.074
C73 -4.944 0.760 5.441  -0.858
N14 -3.660 1.239 5.146  1.333
C74 -3.321 2.660 5.346  -1.115
C75 -2.109 2.987 4.519  0.790
O24 -2.234 2.967 3.117  0.148
C76 -3.309 3.638 2.571  -0.641
H180 -4.175 -2.997 7.724  0.277
H181 -3.833 -3.033 6.056  0.235
H182 -5.518 -3.103 6.725  0.371
H183 -6.183 -0.929 5.597  0.613
H184 -4.739 -1.306 4.582  -0.364
H185 -5.240 1.068 6.478  0.345
H186 -5.754 1.142 4.716  0.314
H187 -2.930 0.741 5.624  -0.771
H188 -3.036 2.907 6.411  0.300
H189 -4.241 3.167 5.108  0.564
H190 -1.393 2.236 4.759  -0.583
H191 -1.671 3.990 4.879  -0.157
H192 -3.146 3.733 1.495  0.174
H193 -3.501 4.635 3.049  0.348
H194 -4.243 3.001 2.638  -0.028
C77 -1.688 -4.596 -0.759  -0.593
O25 -1.731 -3.953 0.452  -0.374
C78 -2.962 -3.333 0.733  0.299
C79 -2.967 -2.814 2.095  -0.531
N15 -1.925 -1.732 2.152  1.720
C80 -1.468 -1.384 3.518  -1.446
C81 -0.523 -0.202 3.528  0.484
O26 0.669 -0.675 2.895  0.255
C82 1.661 0.363 2.764  -0.685
H195 -2.158 -4.100 -1.610  -0.270
H196 -2.083 -5.611 -0.722  0.389
H197 -0.625 -4.652 -1.022  0.464
H198 -3.748 -4.098 0.673  0.545
H199 -3.321 -2.528 0.057  -0.386
H200 -2.587 -3.586 2.768  0.506
H201 -4.010 -2.517 2.398  -0.319
H202 -1.123 -1.961 1.555  -0.489
H203 -0.929 -2.249 3.899  0.785
H204 -2.351 -1.137 4.182  -0.801
H205 -0.122 0.121 4.474  -0.260
H206 -1.013 0.699 3.110  0.339
H207 2.465 0.010 2.131  0.260
H208 2.103 0.693 3.747  0.239
H209 1.223 1.328 2.407  -0.202

Atoms 1-6, force components in eV/Å:
C 0.9620 0.2325 -0.1298
C -1.0210 -0.1120 1.7954
C 1.5117 0.9688 -0.3742
O -0.1689 0.0450 -0.5180
C -1.2991 0.4284 0.2245
N -0.2716 1.3741 0.5871

The calculation puts the LUMO energy at 0.528 eV.

=====

No. 2
This record from the OMol25 dataset describes a 4-piece molecular cluster, CH12N2O3 overall at a distorted geometry. The level of theory is wB97M-V/def2-TZVPD.

Last column: Mulliken charge in e.
Atoms and positions in Å:
N1 -1.131 3.157 -2.034  -0.653
C1 0.177 3.098 -1.313  -0.353
N2 0.396 1.749 -0.734  -0.619
H1 -0.918 3.216 -3.012  0.236
H2 -1.529 4.088 -1.903  0.246
H3 0.943 3.191 -2.083  0.296
H4 0.287 3.903 -0.593  0.334
H5 -0.209 1.272 -1.419  0.310
H6 -0.204 1.590 0.074  0.216
H7 1.281 -0.567 -0.958  0.357
H8 2.649 -1.244 -0.486  0.300
O1 1.727 -1.388 -0.675  -0.671
H9 2.362 -1.601 2.770  0.315
H10 2.115 -1.749 4.337  0.322
O2 1.694 -1.608 3.479  -0.638
H11 -3.660 -5.374 0.986  0.317
H12 -2.846 -6.315 1.779  0.312
O3 -3.133 -5.418 1.786  -0.629

Atoms 1-6, force components in eV/Å:
N 0.2958 1.0932 0.6695
C -0.0096 -0.5552 -0.5740
N -1.3460 0.0373 -0.8781
H 0.0891 -0.4564 -0.6608
H -0.2472 -0.2798 0.4440
H 0.3229 0.2418 0.2629

The calculation puts the LUMO energy at 0.887 eV. As for the structure (SMILES): NCN.O.O.O.

=====

Ordered HOMO level results: -8.431; -10.102; unit eV.
Ordered energy above the lowest of the compared OMol25 structures with the same formula, charge and spin results: 22.9; 27.0; unit kcal per mole.
Ordered Kohn-Sham gap results: 0.329; 0.404; unit hartree.